1.
Below is a molecular structure, C31H54Br2ClF3N2O14P5S3 in a non-equilibrium geometry, with properties calculated with ωB97M-V/def2-TZVPD.

Atoms and positions in Å:
1 C -1.126 2.227 0.041
2 C -0.082 1.428 0.383
3 C 0.040 1.018 1.854
4 C 1.174 0.129 2.403
5 P 0.837 0.244 4.313
6 S -0.738 1.209 4.889
7 C 2.484 0.934 2.221
8 O 2.661 1.417 0.892
9 C 2.712 2.771 0.747
10 O 2.302 3.566 1.540
11 C 3.284 3.204 -0.570
12 C 2.419 3.204 -1.655
13 C 2.865 3.555 -2.917
14 C 4.194 3.922 -3.073
15 C 5.046 3.920 -1.986
16 C 4.614 3.564 -0.722
17 C 3.829 0.272 2.696
18 O 4.207 1.039 3.857
19 C 5.020 0.585 1.749
20 C 5.123 -0.154 0.404
21 C 6.550 -0.102 -0.200
22 F 7.341 0.823 0.390
23 Br 6.345 0.485 -2.062
24 C 7.305 -1.470 -0.169
25 F 7.913 -1.643 1.008
26 F 6.474 -2.486 -0.429
27 Br 8.753 -1.593 -1.487
28 C 3.698 -1.241 3.234
29 S 3.859 -1.236 5.092
30 P 5.287 -2.335 2.871
31 S 5.856 -3.575 4.229
32 C 2.487 -2.095 2.650
33 P 2.136 -3.549 3.797
34 O 0.748 -3.537 4.649
35 O 2.499 -4.987 3.096
36 N 1.308 -1.297 1.957
37 C 0.057 -2.100 2.148
38 C -1.142 -1.779 1.236
39 C -2.414 -1.530 2.058
40 C -3.521 -1.128 1.092
41 N -3.376 0.292 0.707
42 C 1.682 -1.284 0.498
43 C 1.421 -2.571 -0.257
44 O 1.672 -3.675 0.103
45 Cl 0.632 -2.354 -1.821
46 H -1.837 1.996 -0.748
47 H -1.226 3.167 0.582
48 H 0.636 1.209 -0.403
49 H -0.952 0.682 2.133
50 H 0.193 1.981 2.360
51 H 1.970 0.834 4.884
52 H 0.751 -1.064 4.814
53 H 2.313 1.787 2.878
54 H 1.386 2.904 -1.541
55 H 2.185 3.539 -3.756
56 H 4.539 4.215 -4.054
57 H 6.079 4.197 -2.145
58 H 5.288 3.536 0.124
59 H 4.304 1.954 3.559
60 H 4.987 1.652 1.524
61 H 5.918 0.496 2.352
62 H 4.490 0.366 -0.308
63 H 4.788 -1.191 0.403
64 H 2.626 -1.461 5.554
65 H 5.028 -3.008 1.657
66 H 6.369 -1.482 2.660
67 H 2.962 -2.651 1.839
68 H 0.980 -3.707 5.568
69 H 2.856 -4.871 2.203
70 H 0.237 -3.161 1.990
71 H -0.313 -2.030 3.167
72 H -0.972 -0.975 0.516
73 H -1.392 -2.648 0.622
74 H -2.244 -0.789 2.844
75 H -2.740 -2.449 2.554
76 H -3.376 -1.730 0.190
77 H -4.521 -1.372 1.438
78 H -2.687 0.307 -0.032
79 H -4.249 0.571 0.276
80 H 2.738 -1.048 0.373
81 H 1.175 -0.496 -0.046
82 C -6.700 -5.284 -2.928
83 O -5.415 -5.073 -2.341
84 P -4.816 -3.601 -2.077
85 O -5.440 -3.153 -0.825
86 O -5.480 -2.865 -3.379
87 C -5.304 -3.370 -4.704
88 O -3.445 -2.690 -2.129
89 C -2.349 -3.081 -2.976
90 H -7.120 -6.164 -2.448
91 H -7.358 -4.431 -2.778
92 H -6.600 -5.495 -3.992
93 H -6.283 -3.475 -5.170
94 H -4.802 -4.339 -4.716
95 H -4.725 -2.653 -5.287
96 H -2.622 -3.020 -4.031
97 H -2.015 -4.094 -2.748
98 H -1.536 -2.384 -2.780
99 C -3.585 5.699 -1.577
100 O -4.552 4.778 -1.076
101 P -4.923 3.401 -1.838
102 O -3.842 2.472 -1.465
103 O -4.705 3.995 -3.355
104 C -5.391 5.159 -3.819
105 O -6.100 2.379 -2.335
106 C -7.464 2.845 -2.425
107 H -3.079 6.119 -0.711
108 H -2.864 5.214 -2.231
109 H -4.077 6.514 -2.105
110 H -4.659 5.859 -4.222
111 H -5.953 5.655 -3.025
112 H -6.071 4.879 -4.624
113 H -7.561 3.609 -3.198
114 H -7.806 3.250 -1.473
115 H -8.087 1.998 -2.696

Calculated values
Highest occupied orbital energy (Eh): -0.372
HOMO-LUMO gap (eV): 6.99
Total charge: +1

Mulliken population analysis, charges in e, atoms 1 to 2:
1 C -2.265
2 C 0.255

2.
Below is a molecular structure, C31H54N4PdSSi2 in a non-equilibrium geometry, with properties calculated with ωB97M-V/def2-TZVPD.

Atoms and positions in Å:
1 Pd 0.164 -0.906 0.126
2 C 1.170 -0.891 3.226
3 Si 1.797 0.527 2.126
4 C 3.289 1.099 3.187
5 C 0.567 1.946 2.341
6 N 2.137 0.051 0.556
7 C 2.767 0.768 -0.448
8 C 4.055 1.285 -0.243
9 C 4.777 1.972 -1.223
10 C 4.203 2.154 -2.469
11 C 2.923 1.656 -2.714
12 C 2.150 0.962 -1.752
13 N 0.892 0.479 -1.994
14 Si -0.047 0.703 -3.367
15 C 0.647 -0.153 -4.925
16 C -1.774 0.005 -3.087
17 C -0.321 2.500 -3.935
18 H 0.583 -0.461 4.049
19 H 2.002 -1.452 3.668
20 H 0.527 -1.573 2.673
21 H 3.000 1.176 4.243
22 H 3.656 2.082 2.862
23 H 4.123 0.388 3.111
24 H 0.443 2.209 3.399
25 H -0.407 1.657 1.934
26 H 0.913 2.837 1.801
27 H 4.503 1.128 0.734
28 H 5.774 2.345 -1.010
29 H 4.740 2.680 -3.255
30 H 2.481 1.809 -3.695
31 H 0.535 -1.243 -4.848
32 H 1.717 0.063 -5.034
33 H 0.136 0.178 -5.839
34 H -1.740 -0.684 -2.242
35 H -2.158 -0.541 -3.958
36 H -2.486 0.804 -2.845
37 H 0.612 2.979 -4.251
38 H -0.739 3.097 -3.115
39 H -1.026 2.534 -4.776
40 C 2.687 -5.871 2.319
41 C 4.027 -5.138 2.224
42 C 4.090 -4.070 1.131
43 C 2.965 -3.028 1.202
44 N 1.733 -3.443 0.546
45 C 1.121 -2.708 -0.470
46 S -0.539 -3.160 -0.834
47 N 1.949 -2.222 -1.466
48 C 3.218 -2.734 -1.915
49 C 3.150 -4.041 -2.715
50 C 2.540 -3.892 -4.116
51 C 1.020 -4.047 -4.146
52 H 2.766 -6.743 2.973
53 H 2.350 -6.207 1.335
54 H 1.909 -5.223 2.732
55 H 4.822 -5.870 2.044
56 H 4.248 -4.670 3.190
57 H 4.050 -4.549 0.149
58 H 5.057 -3.559 1.208
59 H 3.274 -2.082 0.764
60 H 2.755 -2.802 2.251
61 H 1.047 -3.893 1.124
62 H 1.508 -1.500 -2.028
63 H 3.911 -2.874 -1.089
64 H 3.652 -1.950 -2.542
65 H 2.575 -4.775 -2.139
66 H 4.175 -4.421 -2.800
67 H 2.985 -4.641 -4.781
68 H 2.817 -2.911 -4.518
69 H 0.732 -5.060 -3.847
70 H 0.624 -3.861 -5.150
71 H 0.530 -3.361 -3.450
72 C -2.290 -2.301 2.397
73 C -2.888 -1.251 1.460
74 C -3.759 -1.997 0.431
75 C -1.795 -0.477 0.750
76 C -3.720 -0.220 2.229
77 C -4.710 0.530 1.587
78 C -5.428 1.516 2.250
79 C -5.183 1.791 3.590
80 C -4.201 1.062 4.242
81 C -3.486 0.074 3.573
82 H -1.690 -2.982 1.792
83 H -3.077 -2.872 2.909
84 H -1.633 -1.855 3.142
85 H -3.156 -2.782 -0.024
86 H -4.092 -1.339 -0.375
87 H -4.637 -2.445 0.914
88 H -2.190 0.381 0.197
89 H -4.915 0.350 0.539
90 H -6.183 2.080 1.713
91 H -5.746 2.556 4.112
92 H -3.979 1.266 5.284
93 H -2.720 -0.467 4.114

Calculated values
Highest occupied orbital energy (spin up / spin down) (Eh): -0.006 / -0.015
HOMO-LUMO gap (spin up / spin down) (eV): 4.69 / 4.93
Spin multiplicity: 3
Total charge: -2

Mulliken population analysis, charges in e, atoms 1 to 2:
1 Pd -0.858
2 C -0.875

3.
Below is a molecular structure, C31H55AuBN7OSeSi in a non-equilibrium geometry, with properties calculated with ωB97M-V/def2-TZVPD.

Atoms and positions in Å:
1 Au -1.711 0.545 0.486
2 C 2.538 3.219 4.422
3 C 1.914 2.771 3.141
4 C 0.723 3.619 2.759
5 C 1.589 1.346 3.108
6 C 1.635 0.388 4.195
7 C 1.353 -0.859 3.599
8 C 1.283 -2.142 4.295
9 C 0.080 -2.198 5.259
10 C 2.508 -2.290 5.183
11 N 1.171 -0.591 2.238
12 N 1.266 0.719 1.970
13 B 1.025 -1.593 0.976
14 N 1.314 -0.951 -0.401
15 N 0.227 -1.256 -1.317
16 C 0.743 -1.004 -2.524
17 C 2.097 -0.613 -2.472
18 C 2.444 -0.642 -1.103
19 C 3.824 -0.341 -0.603
20 C 4.097 -0.923 0.767
21 C 4.829 -0.734 -1.706
22 C -0.203 -0.865 -3.682
23 C 0.567 -0.859 -5.020
24 C -1.184 -2.029 -3.724
25 N -0.454 -2.169 0.955
26 N -1.574 -1.354 1.244
27 C -2.724 -2.131 1.278
28 C -2.349 -3.446 0.967
29 C -0.919 -3.445 0.887
30 C -0.146 -4.665 0.506
31 C -0.795 -5.342 -0.679
32 C -0.132 -5.706 1.595
33 C -3.978 -1.527 1.704
34 C -3.832 -1.268 3.252
35 C -5.136 -2.432 1.551
36 H 2.913 4.249 4.343
37 H 3.283 2.464 4.733
38 H 1.922 3.180 5.359
39 H 2.603 2.962 2.310
40 H 0.094 3.933 3.605
41 H 0.110 3.100 1.999
42 H 1.159 4.613 2.346
43 H 1.911 0.556 5.235
44 H 1.364 -2.958 3.526
45 H 0.087 -1.360 5.997
46 H 0.168 -3.098 5.871
47 H -0.879 -2.167 4.757
48 H 3.218 -1.478 4.989
49 H 3.100 -3.248 5.151
50 H 2.310 -2.053 6.273
51 H 1.977 -2.336 1.254
52 H 2.812 -0.405 -3.272
53 H 3.983 0.756 -0.556
54 H 4.038 -2.055 0.863
55 H 3.521 -0.517 1.579
56 H 5.149 -0.724 1.055
57 H 4.874 -1.841 -1.794
58 H 5.851 -0.413 -1.535
59 H 4.680 -0.299 -2.740
60 H -0.743 0.055 -3.530
61 H 1.037 -1.887 -5.083
62 H 1.326 -0.031 -5.153
63 H -0.181 -0.741 -5.826
64 H -0.667 -2.957 -3.529
65 H -1.678 -2.036 -4.733
66 H -1.958 -1.827 -2.954
67 H -2.981 -4.270 0.866
68 H 0.859 -4.330 0.221
69 H -1.929 -5.471 -0.540
70 H -0.382 -6.354 -0.752
71 H -0.598 -4.822 -1.612
72 H -1.179 -5.967 1.763
73 H 0.220 -5.388 2.611
74 H 0.448 -6.569 1.257
75 H -4.132 -0.547 1.157
76 H -4.763 -0.790 3.605
77 H -3.021 -0.629 3.547
78 H -3.711 -2.190 3.771
79 H -4.955 -3.476 1.900
80 H -5.399 -2.593 0.434
81 H -6.106 -2.145 2.037
82 O -2.880 4.083 -1.462
83 C -2.392 3.210 -0.761
84 N -1.934 2.346 -0.047
85 C -1.298 5.505 -4.574
86 Si -2.266 6.613 -5.814
87 C -1.802 6.552 -7.648
88 C -1.621 8.395 -5.369
89 Se -4.439 6.518 -5.393
90 H -0.223 5.718 -4.524
91 H -1.518 4.465 -4.916
92 H -1.783 5.541 -3.610
93 H -2.673 7.043 -8.094
94 H -1.696 5.596 -8.143
95 H -0.830 7.033 -7.879
96 H -1.978 9.163 -6.061
97 H -0.554 8.324 -5.273
98 H -1.952 8.771 -4.345

Calculated values
Highest occupied orbital energy (spin up / spin down) (Eh): -0.297 / -0.297
HOMO-LUMO gap (spin up / spin down) (eV): 8.22 / 3.83
Spin multiplicity: 3
Total charge: 0

Mulliken population analysis, charges in e, atoms 1 to 2:
1 Au 0.261
2 C -1.754

4.
Below is 3 unconnected molecules or ions with the total composition C31H55F5N4O8 in a non-equilibrium geometry, with properties calculated with ωB97M-V/def2-TZVPD.

Atoms and positions in Å:
1 C 4.895 0.480 -3.405
2 C 5.570 -0.976 -3.457
3 O 5.554 -1.700 -2.194
4 C 5.008 -1.953 -4.604
5 N 3.683 -2.613 -4.243
6 C 2.688 -1.924 -5.175
7 C 1.196 -2.458 -5.065
8 O 0.243 -1.899 -4.179
9 C 0.553 -0.917 -3.239
10 C 1.615 -1.200 -2.090
11 C 1.718 -2.580 -1.357
12 C 1.437 -3.943 -2.126
13 O 3.097 -2.687 -0.834
14 O 1.016 0.390 -3.786
15 C 0.367 0.744 -4.981
16 O -0.663 1.480 -5.026
17 O 0.889 0.380 -6.303
18 C -0.247 -0.022 -7.069
19 N -1.244 -0.477 -7.588
20 C -0.908 -0.483 -2.600
21 F -1.973 -0.684 -3.560
22 F -0.903 0.898 -2.174
23 C -1.368 -1.316 -1.311
24 F -2.763 -0.968 -1.116
25 F -0.753 -0.878 -0.081
26 F -1.376 -2.724 -1.463
27 H 4.969 0.877 -2.314
28 H 3.783 0.514 -3.673
29 H 5.420 1.269 -4.060
30 H 6.693 -0.803 -3.703
31 H 4.974 -1.153 -1.601
32 H 4.945 -1.343 -5.581
33 H 5.818 -2.763 -4.768
34 H 3.800 -3.577 -4.620
35 H 2.849 -0.797 -5.125
36 H 3.060 -2.230 -6.237
37 H 0.756 -2.413 -6.141
38 H 1.270 -3.602 -4.858
39 H 1.438 -0.380 -1.282
40 H 2.658 -0.927 -2.521
41 H 1.068 -2.606 -0.395
42 H 0.446 -3.992 -2.714
43 H 2.295 -4.301 -2.820
44 H 1.348 -4.778 -1.322
45 H 3.363 -3.640 -0.920
46 C 1.817 -1.525 3.519
47 C 3.161 -0.748 3.486
48 C 3.492 -0.264 4.916
49 C 2.605 0.897 5.370
50 C 2.630 2.038 4.358
51 C 2.319 1.585 2.914
52 N 3.100 0.380 2.503
53 O 4.384 0.791 2.267
54 C 0.807 1.290 2.763
55 C 2.547 2.790 1.962
56 C 4.186 -1.824 3.046
57 H 1.970 -2.581 3.767
58 H 1.121 -1.154 4.272
59 H 1.320 -1.508 2.543
60 H 4.540 0.054 4.974
61 H 3.387 -1.091 5.627
62 H 1.577 0.558 5.530
63 H 2.954 1.263 6.341
64 H 1.918 2.809 4.671
65 H 3.620 2.508 4.396
66 H 0.588 0.878 1.772
67 H 0.219 2.206 2.869
68 H 0.417 0.606 3.512
69 H 3.558 3.200 2.033
70 H 1.865 3.613 2.206
71 H 2.363 2.509 0.920
72 H 3.939 -2.207 2.050
73 H 4.189 -2.673 3.736
74 H 5.215 -1.454 3.022
75 C -4.951 0.443 0.310
76 C -4.840 0.759 1.826
77 C -6.081 0.185 2.548
78 C -7.353 0.989 2.273
79 C -7.145 2.470 2.577
80 C -5.903 3.070 1.883
81 N -4.680 2.229 2.052
82 O -4.244 2.404 3.337
83 C -6.184 3.269 0.373
84 C -5.700 4.519 2.405
85 C -3.572 -0.021 2.263
86 H -4.546 -0.546 0.075
87 H -5.979 0.421 -0.054
88 H -4.381 1.158 -0.292
89 H -5.910 0.162 3.631
90 H -6.246 -0.855 2.245
91 H -7.675 0.861 1.236
92 H -8.170 0.601 2.890
93 H -8.044 3.025 2.285
94 H -7.058 2.588 3.664
95 H -5.281 3.604 -0.149
96 H -6.951 4.033 0.217
97 H -6.556 2.377 -0.124
98 H -5.598 4.565 3.492
99 H -6.559 5.148 2.149
100 H -4.812 4.977 1.958
101 H -2.690 0.344 1.729
102 H -3.675 -1.089 2.043
103 H -3.374 0.048 3.336

Calculated values
Highest occupied orbital energy (spin up / spin down) (Eh): -0.326 / -0.348
HOMO-LUMO gap (spin up / spin down) (eV): 8.69 / 9.29
Spin multiplicity: 3
Total charge: 0

Mulliken population analysis, charges in e, atoms 1 to 2:
1 C -1.020
2 C 0.324